C32H26CrN5O | ωB97M-V/def2-TZVPD

```
! wB97M-V def2-TZVPD RIJCOSX def2/J DEFGRID3
* xyz 2 4
Cr -0.552 0.168 -0.042
N 3.726 0.111 -0.739
C 2.460 -0.249 -0.684
N 1.463 0.570 -0.432
C 1.748 1.927 -0.219
N 0.802 2.792 -0.031
N -0.417 2.167 -0.022
C -1.500 2.846 -0.034
C -2.745 2.061 -0.008
C -3.992 2.644 0.040
C -5.111 1.815 0.107
C -4.935 0.446 0.128
C -3.644 -0.067 0.070
N -2.572 0.714 -0.002
C 3.135 2.364 -0.226
C 3.504 3.688 0.036
C 4.835 4.043 0.023
C 5.818 3.088 -0.255
C 5.476 1.777 -0.515
C 4.132 1.430 -0.492
H 4.424 -0.593 -0.934
H 2.242 -1.292 -0.868
H -1.497 3.931 -0.042
H -4.093 3.721 0.034
H -6.103 2.244 0.150
H -5.775 -0.230 0.192
H -3.465 -1.134 0.092
H 2.734 4.417 0.247
H 5.123 5.063 0.228
H 6.860 3.378 -0.264
H 6.235 1.036 -0.730
C -1.149 -3.984 -1.113
C -1.196 -2.541 -1.489
O -0.753 -1.709 -0.672
C -1.751 -2.103 -2.770
C -1.521 -0.801 -3.229
C -2.050 -0.380 -4.432
C -2.824 -1.258 -5.186
C -3.055 -2.554 -4.747
C -2.510 -2.982 -3.549
H -0.594 -4.109 -0.187
H -0.715 -4.582 -1.914
H -2.169 -4.348 -0.961
H -0.883 -0.123 -2.669
H -1.853 0.619 -4.796
H -3.239 -0.930 -6.130
H -3.652 -3.231 -5.342
H -2.690 -3.996 -3.217
C 2.532 -2.619 3.745
C 2.225 -2.753 2.375
C 1.308 -1.927 1.786
C 0.639 -0.909 2.516
C -0.313 0.001 1.948
C -0.975 0.878 2.768
C -0.718 0.937 4.156
C 0.227 0.126 4.704
C 0.921 -0.815 3.903
C 1.883 -1.679 4.487
H 3.258 -3.276 4.204
H 2.700 -3.534 1.795
H 1.037 -2.098 0.755
H -1.711 1.566 2.373
H -1.262 1.643 4.770
H 0.455 0.176 5.761
H 2.084 -1.583 5.547
*
```

Computed properties:
Relative energy (zero: lowest compared OMol25 entry of this formula, charge and spin), eV: 0.000
Gap between HOMO and LUMO (alpha / beta), eV: 6.0 / 6.2
Expectation value of S²: 3.863
Calculated total energy, eV: -71513.4497